w.
Molecular formula: H12O6
Method: DFT, ωB97M-V/def2-TZVPD

Geometry as XYZ:
```
18
Properties=species:S:1:pos:R:3:lowdin_charge:R:1
O -1.0178 -0.0665 0.5035 -0.05
H -0.0945 -0.1543 0.2414 0.03
H -1.4368 0.3599 -0.2526 0.03
O 0.7729 2.2943 3.6372 -0.06
H 0.7707 1.4949 4.1757 0.03
H 0.0462 2.1620 3.0181 0.03
O 1.9078 -3.7676 -0.7270 -0.06
H 1.1777 -4.3233 -1.0223 0.03
H 1.7228 -3.6137 0.2063 0.03
O 2.2373 0.1697 -2.4933 -0.07
H 2.4450 0.8223 -3.1715 0.03
H 2.8818 -0.5321 -2.6378 0.03
O 0.5642 2.9006 -0.9300 -0.05
H 0.2065 2.0310 -0.7183 0.00
H 0.1425 3.1304 -1.7657 0.04
O -4.3368 -1.3543 0.3168 -0.06
H -4.7917 -0.7188 -0.2473 0.03
H -4.0907 -2.0669 -0.2838 0.03
```

2S+1 ... 1
Charge ... 0
E_LUMO ... 0.33 eV
SMILES ... O.O.O.O.O.O
Orbital gap ... 11.54 eV

---

x.
Molecular formula: H12O6
Method: DFT, ωB97M-V/def2-TZVPD

Geometry as XYZ:
```
18
Properties=species:S:1:pos:R:3:lowdin_charge:R:1
O 2.3137 -1.2730 0.8326 -0.10
H 2.2551 -0.9747 1.7475 0.05
H 2.0624 -0.4661 0.3090 0.00
O 0.2176 1.2612 -2.4191 -0.05
H -0.4196 1.8001 -1.9305 0.02
H -0.3197 0.6573 -2.9359 0.06
O 1.4112 0.9868 -0.1254 -0.06
H 1.4668 1.0936 -1.0879 0.04
H 0.4728 0.9013 0.0755 0.02
O -1.3911 1.8489 -0.2183 -0.07
H -1.8872 2.6739 -0.1922 0.06
H -1.8523 1.3133 0.4481 0.02
O -1.8129 -0.4140 1.2537 -0.08
H -2.3191 -0.9778 0.6488 0.06
H -1.1129 -1.0677 1.4449 0.02
O -0.0887 -2.4036 0.7180 -0.08
H 0.5982 -1.8513 0.2877 0.03
H 0.4056 -3.1081 1.1434 0.05
```

2S+1 ... 1
Charge ... 0
E_LUMO ... 0.48 eV
SMILES ... O.O.O.O.O.O
Orbital gap ... 11.31 eV

---

y.
Molecular formula: H12O6
Method: DFT, ωB97M-V/def2-TZVPD

Geometry as XYZ:
```
18
Properties=species:S:1:pos:R:3:lowdin_charge:R:1
O -0.6461 -1.6021 -2.4260 -0.06
H -1.0475 -2.4605 -2.3782 0.03
H 0.2732 -1.6777 -2.0769 0.02
O 2.3045 0.0681 1.1116 -0.05
H 2.1745 0.9939 1.0710 0.01
H 1.7847 -0.1184 1.9543 0.10
O -2.4602 -0.4329 -0.5842 0.00
H -3.1795 -1.0617 -0.4152 0.08
H -1.8783 -0.8940 -1.0736 -0.06
O 0.6614 2.1209 2.1760 -0.10
H 0.0315 1.4562 1.8922 -0.01
H 0.0096 2.8818 2.1571 0.08
O -1.5165 1.7759 0.5985 -0.15
H -0.6092 1.7409 0.0532 0.11
H -1.9706 0.9385 0.2644 0.01
O 1.8195 -1.1583 -1.0714 -0.03
H 2.5923 -1.6542 -1.0891 0.02
H 1.6566 -0.9164 -0.1634 -0.01
```

2S+1 ... 1
Charge ... 0
E_LUMO ... 0.47 eV
SMILES ... O.O.O.O.O.O
Orbital gap ... 11.51 eV

---

z.
Molecular formula: H12O6
Method: DFT, ωB97M-V/def2-TZVPD

Geometry as XYZ:
```
18
Properties=species:S:1:pos:R:3:lowdin_charge:R:1
O 1.1916 0.6779 -0.6747 -0.01
H 1.0555 0.8214 0.2164 -0.01
H 0.4032 0.8494 -1.1774 0.03
O -1.9968 -1.3865 -0.1291 -0.11
H -2.6839 -1.3900 -0.7903 0.08
H -1.7200 -2.3109 -0.0535 0.08
O 0.6818 -2.2715 -0.9527 -0.08
H -0.1641 -2.0981 -0.6171 -0.07
H 0.7358 -1.4458 -1.5665 0.08
O -2.3896 -0.2759 1.3767 -0.14
H -1.3786 -0.4739 1.4595 0.10
H -2.6872 -1.1987 1.4076 0.04
O 3.9530 0.2704 0.8487 -0.03
H 4.3799 -0.5523 0.8705 0.00
H 3.1481 0.0112 1.3220 0.04
O -1.1621 3.1652 -0.5300 -0.03
H -1.8019 2.4484 -0.4824 0.04
H -1.5104 3.9027 -0.1014 0.00
```

2S+1 ... 1
Charge ... 0
E_LUMO ... -0.01 eV
SMILES ... O.O.O.O.O.O
Orbital gap ... 9.54 eV

---

Most stable = x

---

w.
Molecular formula: H12O6
Method: DFT, ωB97M-V/def2-TZVPD

Geometry as XYZ:
```
18
Properties=species:S:1:pos:R:3:lowdin_charge:R:1
O -0.3331 0.9396 -0.0887 -0.07
H 0.5382 1.3570 0.2596 0.09
H -1.0299 1.4804 0.1745 -0.02
O 1.8054 2.7383 3.4307 -0.04
H 2.2165 2.5420 2.6584 -0.05
H 2.3430 2.4593 4.2156 0.06
O -3.9834 0.1180 -2.7075 -0.06
H -4.9524 -0.1295 -2.7554 0.08
H -3.9388 0.7312 -3.4289 0.02
O -2.4651 -2.3449 -1.7779 -0.07
H -1.9937 -1.5278 -2.0106 0.03
H -3.1697 -2.4177 -2.4286 0.02
O 4.0590 0.7880 2.9354 -0.09
H 3.8497 0.7040 3.9272 0.08
H 3.6833 0.0231 2.4863 0.04
O 0.9895 -2.2572 -1.8390 -0.03
H 0.1790 -2.5634 -1.3788 0.05
H 1.6964 -2.5130 -1.3431 -0.03
```

2S+1 ... 1
Charge ... 0
E_LUMO ... 0.31 eV
SMILES ... O.O.O.O.O.O
Orbital gap ... 11.34 eV

---

x.
Molecular formula: H12O6
Method: DFT, ωB97M-V/def2-TZVPD

Geometry as XYZ:
```
18
Properties=species:S:1:pos:R:3:lowdin_charge:R:1
O 1.7337 -2.4260 0.6041 -0.02
H 2.3407 -1.6964 0.4449 0.04
H 1.0491 -2.1809 1.1756 0.00
O -1.2168 0.1521 2.5592 0.00
H -0.8357 -0.4329 1.9647 -0.05
H -2.1063 -0.0257 2.3982 0.01
O -0.5271 -0.6858 -0.1360 -0.06
H 0.0702 -1.3543 -0.5120 0.06
H 0.0014 0.0783 -0.4446 0.04
O -3.0817 -1.6666 -0.5502 -0.04
H -2.2215 -1.2628 -0.5974 -0.03
H -2.9910 -2.2664 0.1536 0.00
O 0.5070 3.4682 -1.9262 -0.08
H 0.6568 2.6752 -1.3821 -0.03
H 1.4128 3.7576 -2.1057 0.03
O 1.3801 1.3211 -0.7641 -0.03
H 1.5133 1.1413 0.1550 0.07
H 2.3149 1.4038 -1.0369 0.11
```

2S+1 ... 1
Charge ... 0
E_LUMO ... -0.51 eV
SMILES ... O.O.O.O.O.O
Orbital gap ... 10.57 eV

---

y.
Molecular formula: H12O6
Method: DFT, ωB97M-V/def2-TZVPD

Geometry as XYZ:
```
18
Properties=species:S:1:pos:R:3:lowdin_charge:R:1
O -1.0452 -1.0845 0.4641 -0.09
H -1.4051 -0.1926 0.2102 0.05
H -0.1718 -0.8176 0.7635 0.02
O 1.2105 1.7865 0.6080 -0.10
H 1.7259 0.9086 0.4409 0.10
H 0.4565 1.5916 0.0864 -0.02
O -0.9743 -0.8088 2.8881 -0.06
H -0.9787 -1.6036 3.3642 0.00
H -1.8267 -0.7901 2.4146 0.05
O -1.1036 -2.9878 -1.7925 -0.03
H -0.2707 -3.1423 -2.1737 0.00
H -1.6803 -3.6657 -2.1394 0.03
O 3.3112 1.7140 -0.1052 -0.10
H 4.2531 1.5442 -0.1588 0.04
H 3.1364 2.5096 0.4615 0.08
O -1.3230 1.3507 -1.7971 -0.08
H -1.1168 2.2357 -1.3453 0.08
H -2.1972 1.4520 -2.1894 0.04
```

2S+1 ... 1
Charge ... 0
E_LUMO ... 0.59 eV
SMILES ... O.O.O.O.O.O
Orbital gap ... 10.50 eV

---

Most stable = x

---

w.
Molecular formula: H12O6
Method: DFT, ωB97M-V/def2-TZVPD

Geometry as XYZ:
```
18
Properties=species:S:1:pos:R:3:lowdin_charge:R:1
O 3.7707 0.2963 1.0069 -0.07
H 4.5812 0.6361 0.6202 0.04
H 3.1951 1.0631 1.1607 0.00
O -4.8378 -0.7563 -1.9973 -0.07
H -4.8140 -1.6514 -1.6726 0.03
H -4.2263 -0.5429 -2.6947 0.01
O 1.8025 2.2385 0.6198 -0.07
H 1.2133 2.8966 1.0040 0.05
H 1.1621 1.5246 0.4551 0.01
O -0.4379 0.5266 0.8542 -0.06
H -1.0376 0.4866 1.6006 0.06
H -0.0423 -0.3441 0.7022 0.01
O -2.2225 -1.0256 -1.9233 -0.05
H -2.0617 -0.0812 -1.8974 0.04
H -1.6047 -1.4367 -1.3155 0.03
O 1.5118 -1.4908 1.1505 -0.06
H 2.0632 -1.1988 0.4125 0.04
H 1.9848 -1.1408 1.9141 0.05
```

2S+1 ... 1
Charge ... 0
E_LUMO ... 0.37 eV
SMILES ... O.O.O.O.O.O
Orbital gap ... 11.00 eV

---

x.
Molecular formula: H12O6
Method: DFT, ωB97M-V/def2-TZVPD

Geometry as XYZ:
```
18
Properties=species:S:1:pos:R:3:lowdin_charge:R:1
O 8.1614 21.1262 8.2334 -0.01
H 8.8669 20.4808 8.2771 0.10
H 7.5461 20.8556 8.9148 0.10
O 11.7760 22.8748 11.0501 -0.02
H 12.1333 23.7627 11.0394 0.04
H 11.4424 22.7396 10.1632 0.01
O 8.8400 22.7549 9.7635 -0.01
H 9.7180 22.8381 9.3916 0.11
H 8.3908 22.1403 9.1832 -0.02
O 7.8732 24.7294 10.1396 -0.06
H 7.1854 24.3728 10.7018 0.03
H 8.1815 23.9788 9.6320 -0.09
O 8.0085 23.0313 7.5233 -0.05
H 7.3184 23.6863 7.6284 0.07
H 8.8188 23.5038 7.7137 0.06
O 8.3926 22.1078 11.6599 -0.06
H 8.8068 22.4258 10.8577 -0.23
H 7.4572 22.2575 11.5226 0.01
```

2S+1 ... 1
Charge ... 0
E_LUMO ... -0.21 eV
Orbital gap ... 9.65 eV

---

Most stable = w

---

w.
Molecular formula: C2H7O2
Method: DFT, ωB97M-V/def2-TZVPD

Geometry as XYZ:
```
11
Properties=species:S:1:pos:R:3:lowdin_charge:R:1
O -0.8000 1.4873 -0.5798 -0.02
H -0.6650 2.4107 -0.8259 0.08
H -0.7566 -1.5015 0.4586 0.12
H -1.7354 1.3918 -0.7744 0.08
C 0.0441 -1.0038 1.0103 0.01
C 0.8957 -0.2993 0.0870 -0.05
O 0.9972 -0.7435 -1.1111 0.16
H -0.5054 -0.3708 1.7054 0.12
H 0.6153 -1.6961 1.6486 0.14
H 1.3878 0.6592 0.2545 0.16
H 0.5224 -0.3341 -1.8732 0.20
```

2S+1 ... 1
Charge ... +1
E_LUMO ... -6.43 eV
Orbital gap ... 10.49 eV

---

x.
Molecular formula: C2H7O2
Method: DFT, ωB97M-V/def2-TZVPD

Geometry as XYZ:
```
11
Properties=species:S:1:pos:R:3:lowdin_charge:R:1
O -1.1324 -1.8318 -0.4249 -0.05
H -1.7290 -2.3334 0.1572 0.07
H -0.4048 0.7849 1.3874 0.14
H -1.4297 -2.1395 -1.2943 0.07
C 0.0308 1.3505 0.5560 0.04
C 0.5789 0.3461 -0.3553 -0.06
O 1.7408 -0.1390 -0.2942 0.24
H -0.7814 1.8683 0.0576 0.12
H 0.8352 1.9960 0.9095 0.12
H 0.0168 -0.0487 -1.1740 0.13
H 2.2748 0.1465 0.4751 0.19
```

2S+1 ... 1
Charge ... +1
E_LUMO ... -5.67 eV
Orbital gap ... 10.37 eV

---

y.
Molecular formula: C2H7O2
Method: DFT, ωB97M-V/def2-TZVPD

Geometry as XYZ:
```
11
Properties=species:S:1:pos:R:3:lowdin_charge:R:1
O -0.8455 -0.7438 -2.5051 0.18
H -1.9739 -0.6818 -2.4102 0.35
H 0.0060 -1.0957 -2.9411 0.23
H -0.5748 -1.2741 -1.6531 0.20
O 1.6011 -0.8736 0.2752 -0.09
C 1.3252 0.0999 1.0703 -0.23
C -0.0090 1.0467 1.1242 -0.06
H 1.9300 -0.1695 2.0926 0.16
H -1.1727 1.0518 1.0123 0.06
H 0.2900 1.9892 1.3743 -0.03
H -0.5764 0.6507 2.5607 0.22
```

2S+1 ... 1
Charge ... +1
E_LUMO ... -6.27 eV
Orbital gap ... 7.45 eV

---

Most stable = x

---

w.
Molecular formula: C6H16
Method: DFT, ωB97M-V/def2-TZVPD

Geometry as XYZ:
```
22
Properties=species:S:1:pos:R:3:lowdin_spin:R:1
C -0.0955 -3.6538 -0.3141 0.12
C 1.3409 -4.0916 0.0347 0.04
C 2.2231 -3.0060 0.6371 0.13
H -0.0041 -2.9065 -1.1032 0.04
H -0.6452 -4.5563 -0.5923 0.01
H -0.6691 -3.1884 0.4820 0.04
H 1.3679 -4.8536 0.8320 0.01
H 1.6256 -4.6613 -0.8559 0.01
H 3.2623 -3.3200 0.5364 0.01
H 1.9158 -2.8040 1.6607 0.03
H 2.2309 -2.0461 0.1125 0.05
C -1.2901 4.3692 -1.1753 0.06
C -0.6798 3.2971 -0.2850 0.12
C -1.3220 2.9853 1.0710 0.13
H -2.3491 4.5253 -0.9374 0.00
H -0.8383 5.3454 -1.0136 0.01
H -1.1737 4.1789 -2.2420 0.01
H -0.7331 2.3811 -0.8865 0.06
H 0.3878 3.4229 -0.0675 0.03
H -1.2448 3.7224 1.8627 0.01
H -0.9291 2.0239 1.4159 0.07
H -2.3804 2.8362 0.8276 0.01
```

2S+1 ... 2
Charge ... -1
E_LUMO (alpha / beta) ... 3.65 / 3.89 eV
Orbital gap (alpha / beta) ... 2.15 / 11.77 eV
⟨S²⟩ ... 0.75

---

x.
Molecular formula: C6H16
Method: DFT, ωB97M-V/def2-TZVPD

Geometry as XYZ:
```
22
Properties=species:S:1:pos:R:3:lowdin_spin:R:1
C 1.1576 -0.4349 -0.4167 0.02
C 1.4548 -0.9034 -1.8219 0.14
C 0.8108 -1.6315 0.5922 0.13
C 2.2896 0.5982 0.1307 0.17
H 0.2983 0.2116 -0.5604 0.01
H 1.4075 -2.0219 -1.8646 0.02
H 0.2524 -1.3538 1.4487 0.03
H 0.3967 -2.5783 0.0058 0.02
H 1.8173 -2.0221 0.9102 0.03
H 3.3282 0.2873 0.0738 0.03
H 2.0873 1.4107 -0.4409 0.03
H 2.3617 -0.5743 -2.1038 0.02
H 0.5542 -0.5107 -2.4667 0.03
H 2.2600 0.8711 1.1770 0.04
C -3.0038 0.4118 0.6752 0.08
C -2.0896 1.7900 0.6812 0.09
H -3.7925 0.3956 1.3803 0.01
H -3.5566 0.2285 -0.3435 0.01
H -2.3999 -0.3952 1.0832 0.02
H -2.7062 2.6001 0.3122 0.01
H -1.5517 1.9472 1.5772 0.03
H -1.3760 1.6741 -0.0293 0.01
```

2S+1 ... 2
Charge ... -1
E_LUMO (alpha / beta) ... 3.99 / 4.04 eV
Orbital gap (alpha / beta) ... 2.61 / 11.36 eV
⟨S²⟩ ... 0.75

---

Most stable = w

---

w.
Molecular formula: C4H10N2
Method: DFT, ωB97M-V/def2-TZVPD

Geometry as XYZ:
```
16
Properties=species:S:1:pos:R:3:lowdin_charge:R:1
C 2.0738 -0.0713 1.1937 -0.10
N 1.5765 0.1377 0.0631 -0.09
C 1.1896 1.5057 -0.2810 -0.15
H 2.1435 -1.0871 1.5786 0.06
H 2.3503 0.7275 1.8997 0.07
H 2.0722 2.1544 -0.1744 0.08
H 0.4942 1.8833 0.4721 0.07
H 0.7073 1.5018 -1.2477 0.05
C -2.1124 -0.7205 0.7527 -0.08
N -1.4543 -0.1221 -0.1327 -0.09
C -1.1022 -0.8376 -1.3423 -0.16
H -2.4078 -0.2494 1.6805 0.06
H -2.4668 -1.7404 0.5420 0.07
H -0.5891 -0.1629 -2.0219 0.05
H -1.9945 -1.2162 -1.8493 0.08
H -0.4802 -1.7028 -1.1331 0.07
```

2S+1 ... 1
Charge ... 0
E_LUMO ... 1.07 eV
SMILES ... C=NC.C=NC
Orbital gap ... 10.39 eV

---

x.
Molecular formula: C4H10N2
Method: DFT, ωB97M-V/def2-TZVPD

Geometry as XYZ:
```
16
Properties=species:S:1:pos:R:3:lowdin_charge:R:1
C -1.8855 -1.0546 -1.1983 -0.04
C -0.7968 -1.8428 -1.2545 -0.32
N -0.2368 -2.4980 -0.1764 0.03
H -2.8741 -1.2064 -0.7749 0.04
H -1.8100 -0.2509 -1.9077 0.02
H -0.2660 -2.0598 -2.2114 0.11
H -0.0129 -1.9515 0.6348 0.07
H 0.2791 -3.3543 -0.2732 0.07
C 0.9090 2.5111 -0.0830 -0.10
N 0.9989 1.3527 0.4307 -0.07
C 0.9619 1.4417 1.9597 -0.13
H 0.8322 3.3187 0.6435 0.06
H 0.6050 2.7897 -1.0914 0.07
H 1.8361 1.9265 2.3963 0.07
H 0.9066 0.4311 2.3422 0.05
H 0.1036 2.0118 2.2731 0.06
```

2S+1 ... 1
Charge ... 0
E_LUMO ... 1.08 eV
SMILES ... C=CN.C=NC
Orbital gap ... 8.80 eV

---

Most stable = w